(1)
Entry from OMol25: a 15-piece molecular cluster, C4H35NO16 overall at a distorted geometry (ωB97M-V/def2-TZVPD).

```
56
C4H35NO16 | OMol25 | ωB97M-V/def2-TZVPD
O 1.17794 -3.43788 -1.53261
C 0.86695 -2.26190 -1.38152
N 1.88115 -1.32332 -1.60467
C 1.69473 0.09093 -1.48379
O 2.61825 0.78472 -1.85495
C -0.57453 -1.87638 -1.07545
C -1.20055 -2.86446 -0.07928
H 2.78800 -1.66342 -1.85437
H 0.70053 0.46389 -1.10350
H -1.24944 -1.79130 -1.93760
H -0.62494 -0.86420 -0.62265
H -0.99788 -3.95093 -0.23412
H -1.29172 -2.67618 1.01447
H -2.33521 -2.83280 0.07824
H 2.31628 2.50040 -0.67656
H 2.52733 3.06196 -2.02139
O 2.08548 3.31057 -1.10201
H 0.13399 3.11340 1.17059
H 0.46718 3.94031 -0.04867
O -0.28525 3.64893 0.47203
H 2.23804 -0.83776 2.19665
H 2.19243 0.73000 2.81448
O 1.95009 -0.20233 2.89861
H 0.33061 0.04647 5.04574
H 0.65351 -0.81449 3.92862
O -0.15416 -0.43163 4.28120
H 2.72776 1.58130 0.79898
H 3.76617 2.52495 1.29527
O 3.00592 1.98535 1.65649
H -2.66029 2.49738 0.74107
H -2.11153 1.60933 1.72271
O -2.91137 1.76084 1.18349
H -1.60118 3.17340 -1.50858
H -2.81699 3.49681 -0.79895
O -2.53934 2.91168 -1.58094
H 1.58754 -3.47559 0.70195
H 2.65157 -3.59480 1.76660
O 1.96609 -3.09196 1.42866
H 3.32295 -1.64643 0.55809
H 4.13643 -0.41834 0.93704
O 3.20724 -0.70009 0.67168
H 0.21316 0.86839 1.86906
H -0.47946 0.86825 3.18177
O -0.53061 1.28916 2.26533
H -3.24079 -1.01008 1.14697
H -3.48032 0.30160 1.02228
O -3.93948 -0.55100 0.66028
H -1.10733 -1.79089 -3.90268
H -2.59524 -2.33893 -3.56225
O -1.83019 -2.35553 -4.14291
H -3.64499 0.83408 -1.87629
H -3.57387 -0.19437 -0.86355
O -3.27474 -0.03354 -1.81214
H -1.21871 0.78418 -2.38810
H -0.49738 0.51844 -3.71960
O -0.43980 0.33378 -2.73923
```

Summary:
Net charge: +1
⟨S²⟩: 0.756
HOMO (alpha / beta): -13.3 / -13.3 eV
2S+1: 2

(2)
Entry from OMol25: a 14-piece molecular cluster, C4H36N2O15 overall at a distorted geometry (ωB97M-V/def2-TZVPD).

```
57
C4H36N2O15 | OMol25 | ωB97M-V/def2-TZVPD
O -0.67507 -1.08733 1.90283
C -0.70314 -1.66372 0.78658
O -1.59338 -2.46840 0.43588
C 0.26585 -1.31486 -0.36529
C 0.97882 -2.70474 -0.69717
C 2.41917 -2.79971 -0.04194
N 2.96205 -1.54754 0.43612
N -0.54281 -1.10840 -1.66403
H 0.89142 -0.41273 -0.04482
H 0.95647 -2.95789 -1.74960
H 0.40390 -3.52122 -0.14108
H 3.14449 -3.13609 -0.80716
H 2.24123 -3.51794 0.84550
H 2.40611 -1.13857 1.19396
H 3.92897 -1.67364 0.75709
H -0.35286 -1.90483 -2.30538
H -1.66521 -1.25114 -1.60062
H -0.28892 -0.18278 -1.94882
H -1.12216 -2.88536 4.15133
H -0.17404 -1.94016 3.49619
O -0.30665 -2.42627 4.36067
H -3.53021 -1.56718 -0.73108
H -3.76123 -2.20839 -2.09362
O -3.21798 -1.53201 -1.64864
H -0.27295 2.07414 -1.45202
H -0.96593 2.11904 -2.84236
O -0.26915 1.70904 -2.34778
H -4.01495 -3.66921 1.04570
H -3.20356 -2.45666 0.82994
O -4.11880 -2.72996 1.19241
H 1.76167 1.37390 2.65650
H 1.37050 2.01793 1.34091
O 2.15822 1.85813 1.87429
H 3.80229 0.94070 -4.07397
H 2.31474 1.23881 -4.37415
O 3.20902 1.42215 -4.64478
H 3.93948 2.49783 0.47172
H 3.24870 2.85194 -0.88125
O 3.80087 2.20637 -0.44349
H -0.88196 4.99361 -0.17001
H 0.53918 4.84941 0.23491
O -0.03920 5.50167 -0.18518
H -0.24818 0.24864 3.08715
H 0.31017 0.80385 4.45235
O 0.31321 0.94457 3.51134
H 2.68894 1.08201 -1.23747
H 2.30648 -0.26023 -1.12815
O 1.95935 0.53231 -1.58769
H -0.18441 4.31657 -2.87473
H -1.67256 4.56644 -2.78844
O -1.03442 3.94655 -3.12820
H -1.82677 1.87995 1.90260
H -1.97752 1.12336 0.51268
O -2.26025 1.86634 1.05022
H -3.74235 -1.02694 2.83892
H -5.00545 -1.06376 1.88978
O -4.66925 -0.80756 2.74133
```

Summary:
Net charge: 0
HOMO: -10.0 eV

(3)
Entry from OMol25: a 15-piece molecular cluster, C4H36O15S overall at a distorted geometry (ωB97M-V/def2-TZVPD).

```
56
C4H36O15S | OMol25 | ωB97M-V/def2-TZVPD
O -1.32378 -0.21300 -2.42342
C -2.16083 -0.31245 -1.57076
C -1.88088 -0.31817 -0.17844
C -0.45501 -0.32747 0.34352
C -0.47349 -0.35153 1.86770
S 0.81078 0.73571 2.54016
H -3.37651 -0.50175 -1.76162
H -2.42148 -1.16407 0.44799
H -2.43893 0.54800 0.29477
H 0.02737 -1.23654 -0.18825
H 0.06668 0.47603 -0.23065
H -0.54556 -1.43562 2.17286
H -1.49122 0.11072 2.11386
H 0.00864 1.54090 3.20420
H 0.80104 2.74568 -0.12703
H 0.91438 4.23638 -0.08800
O 0.63150 3.49941 0.40641
H 0.76679 -2.71034 1.77543
H 0.75100 -4.00593 0.79963
O 1.18313 -3.07679 1.07505
H 1.77692 1.89354 -1.86834
H 1.60830 3.12956 -2.61662
O 1.74136 2.84538 -1.76037
H 3.94600 0.12114 -2.60703
H 4.02223 0.19644 -1.19446
O 3.37966 0.25026 -1.85079
H -0.97071 -2.12846 -2.82586
H -2.11778 -3.23226 -2.77230
O -1.55339 -2.66117 -2.24950
H -3.46555 2.59224 1.56684
H -3.55862 1.13735 2.37190
O -3.34916 2.01859 2.33524
H 4.17581 -1.60059 2.58603
H 3.80874 -0.07989 2.68052
O 4.24983 -0.75342 2.23500
H -1.61186 2.91622 3.34583
H -0.36170 3.81473 2.90673
O -0.96036 3.54688 3.60878
H -0.65389 -5.22464 -0.56200
H -1.36635 -3.84918 -1.10158
O -1.42207 -4.67044 -0.49031
H -2.42061 -3.91329 0.74675
H -2.14835 -3.74973 2.26407
O -2.59437 -3.36525 1.59308
H 4.51833 0.35294 0.85004
H 4.23936 1.55904 0.02112
O 4.92039 0.98135 0.22729
H 2.21587 -1.04593 -1.92537
H 1.65336 -2.07137 -1.02069
O 1.55293 -1.71541 -1.86891
H -1.51192 3.07756 0.39742
H -2.56922 3.90978 -0.50808
O -2.40093 3.09495 0.05101
H -0.89980 1.96137 -4.93815
H -0.96480 0.88828 -3.86679
O -0.30127 1.53427 -4.23394
```

Summary:
Net charge: 0
HOMO: -9.0 eV

(4)
Entry from OMol25: C4H3AlFO5 as an isolated structure at a distorted geometry (ωB97M-V/def2-TZVPD).

```
14
C4H3AlFO5 | OMol25 | ωB97M-V/def2-TZVPD
C 1.06404 1.14355 -0.39879
C -0.25065 0.96094 -1.16851
F 1.07637 2.41835 0.11727
H 1.93729 1.04527 -1.05488
H -1.09854 1.24978 -0.53762
H -0.21337 1.66627 -2.00870
O -0.39470 -0.33324 -1.70839
C -1.13534 -1.32600 -1.06174
O -1.29908 -2.32073 -1.74238
O -0.69010 0.47730 1.68259
Al -1.45994 -1.08384 0.93290
O 0.44493 -1.39131 1.87945
O 1.26697 0.19609 0.60334
C 0.36097 -0.20016 1.52196
```

Summary:
Net charge: +1
HOMO (alpha / beta): -15.8 / -15.8 eV

Number 1: E -38954.9030 eV. Number 2: E -38424.2590 eV. Number 3: E -46277.8372 eV. Number 4: E -23739.6925 eV.